[1]
Entry from the OMol25 dataset: a structure of composition C20H30N2ReS3SeSi (ωB97M-V/def2-TZVPD).

## Properties
- E_LUMO (spin up / spin down) (eV) = -7.859 / -8.176
- multiplicity = 2
- orbital gap (spin up / spin down) (eV) = 6.08 / 6.06
- ⟨S²⟩ = 0.7566
- total charge = +2

Each line ends with the Mulliken spin population.
Element x y z (Å)
Re: 0.5841 0.1153 0.2661  0.717
C: -1.2718 -0.7474 3.1664  0.005
C: -2.1395 -0.8435 1.9346  -0.003
S: -1.2253 -1.3488 0.4548  -0.017
C: -0.5246 -2.9997 0.7796  0.020
C: 0.7362 -3.0897 1.6362  0.020
S: 1.9582 -1.7988 1.1916  -0.006
C: 2.5678 -1.0794 2.7419  0.018
C: 1.4894 -0.5635 3.6815  -0.011
S: 0.1602 0.3265 2.7932  -0.007
H: -0.9190 -1.7253 3.4846  -0.002
H: -1.8260 -0.3006 3.9912  0.001
H: -2.5276 0.1390 1.6532  -0.002
H: -2.9979 -1.5045 2.0592  0.000
H: -0.3239 -3.3655 -0.2300  -0.002
H: -1.3249 -3.6151 1.1935  0.003
H: 1.2209 -4.0403 1.4150  0.002
H: 0.5407 -3.0660 2.7061  -0.002
H: 3.1838 -0.2554 2.3776  -0.003
H: 3.2364 -1.7818 3.2392  -0.004
H: 1.9228 0.1106 4.4197  0.000
H: 1.0084 -1.3721 4.2278  -0.001
Se: 1.3960 -0.5707 -1.8624  0.044
C: 0.2775 -1.7772 -2.8559  -0.005
C: 0.9471 -2.6005 -3.7531  0.004
C: 0.1913 -3.4786 -4.5222  -0.001
N: -1.1293 -3.5744 -4.4449  0.003
C: -1.7547 -2.7639 -3.6000  0.000
C: -1.1072 -1.8453 -2.7842  0.004
H: 2.0232 -2.5747 -3.8599  0.000
H: 0.6828 -4.1361 -5.2298  0.000
H: -2.8364 -2.8398 -3.5763  0.000
H: -1.6869 -1.1711 -2.1734  -0.003
C: -0.0592 4.5883 0.8691  0.001
Si: 1.1785 3.3127 0.3469  0.007
C: 2.1901 2.6664 1.7937  0.032
C: 2.4430 3.8377 -0.9308  0.001
N: 0.1792 1.8694 -0.2832  0.149
C: -0.7598 2.1541 -1.3232  0.011
C: -0.4288 3.0081 -2.3780  0.006
C: -1.3416 3.2234 -3.3979  -0.002
C: -2.5885 2.6146 -3.3715  0.025
C: -2.9279 1.7844 -2.3131  -0.009
C: -2.0190 1.5547 -1.2944  0.037
H: 0.4478 5.3778 1.4283  0.000
H: -0.8299 4.1620 1.5134  0.000
H: -0.5480 5.0526 0.0120  0.000
H: 2.9419 3.4293 2.0120  0.003
H: 2.7664 1.7634 1.5589  -0.015
H: 1.6171 2.5150 2.7076  -0.003
H: 3.4193 3.9093 -0.4485  0.001
H: 2.2188 4.8180 -1.3544  0.000
H: 2.5427 3.1322 -1.7569  0.000
H: 0.5376 3.4812 -2.4322  0.000
H: -1.0736 3.8729 -4.2199  0.000
H: -3.2995 2.8014 -4.1641  0.001
H: -3.9070 1.3261 -2.2740  0.000
H: -2.3124 0.9536 -0.4434  -0.019



[2]
Entry from the OMol25 dataset: a structure of composition C4H9NO3 (ωB97M-V/def2-TZVPD).

## Properties
- E_LUMO (eV) = -0.036
- multiplicity = 1
- energy above the lowest of the compared OMol25 structures with the same formula, charge and spin (kJ/mol) = 415.2
- orbital gap (eV) = 9.13
- total charge = 0

Each line ends with the Mulliken charge.
Element x y z (Å)
C: -1.6786 -0.5415 -0.2565  -0.383
C: -0.2154 0.4516 -1.5491  -1.313
O: -2.2099 0.3131 0.5349  -0.473
H: -1.3763 0.7632 1.0943  0.465
H: -2.2683 -0.8098 -1.1266  0.407
H: -0.9772 -1.2809 0.1298  0.380
H: 0.8107 0.6912 -1.8163  0.491
H: -0.4038 -0.4803 -2.0811  0.405
H: -0.8906 1.2465 -1.8548  0.323
C: 1.5301 -0.2669 0.4401  0.561
N: 1.2026 -1.0807 1.4827  -0.348
C: 0.6278 0.9635 0.3192  -0.098
O: 2.4411 -0.4778 -0.3391  -0.631
O: -0.1825 1.2497 1.2702  -0.695
H: 0.6133 -0.7071 2.2116  0.256
H: 1.8372 -1.8301 1.7081  0.231
H: 1.1399 1.7962 -0.1673  0.423



[3]
Entry from the OMol25 dataset: a structure of composition C27H66O21P4 (ωB97M-V/def2-TZVPD).

## Properties
- E_LUMO (eV) = 0.312
- multiplicity = 1
- energy above the lowest of the compared OMol25 structures with the same formula, charge and spin (kJ/mol) = 485.0
- orbital gap (eV) = 9.95
- total charge = 0

Each line ends with the Mulliken charge.
Element x y z (Å)
C: 33.2310 -37.8240 22.9527  -0.086
C: 32.0432 -37.1055 22.3790  0.443
O: 32.3174 -36.2132 21.6424  -0.592
C: 30.6977 -37.3265 22.8022  -0.886
H: 33.5605 -37.6242 23.9485  0.762
H: 34.1293 -37.4375 22.5156  -0.088
H: 33.0915 -38.9309 22.7759  -0.294
H: 30.3331 -38.0637 22.3705  0.185
H: 30.1381 -36.3294 22.6191  0.301
H: 30.8908 -37.3465 24.1430  0.216
C: 39.9811 -43.0276 20.2725  -0.645
C: 40.5190 -42.4041 21.4582  1.021
O: 40.5172 -43.1241 22.5058  -0.648
C: 41.2069 -41.1183 21.3296  -0.799
H: 39.3804 -43.9436 20.6191  0.166
H: 40.8503 -43.3899 19.5871  0.347
H: 39.2989 -42.3710 19.9136  0.022
H: 41.8676 -40.8544 20.4275  0.292
H: 41.7804 -41.0596 22.3266  0.283
H: 40.6915 -40.0764 21.4829  0.056
C: 36.7293 -41.5738 16.6505  -0.793
C: 35.9630 -42.7120 17.2170  0.822
O: 36.5056 -43.8360 17.5977  -0.651
C: 34.4253 -42.7058 17.3056  -0.836
H: 37.4213 -41.8296 15.9510  0.523
H: 37.5841 -41.4407 17.1886  0.027
H: 36.0363 -40.7169 16.4070  0.277
H: 33.9118 -43.5512 17.8279  0.226
H: 33.8587 -42.5239 16.4819  0.621
H: 34.0653 -41.7748 17.8122  -0.148
C: 36.2740 -37.5549 25.8723  0.036
C: 37.5240 -37.4014 26.6763  0.311
O: 37.3913 -36.8173 27.7475  -0.591
C: 38.8418 -37.7396 26.1400  -0.704
H: 36.1148 -36.7684 25.1359  0.196
H: 35.2519 -37.5613 26.4791  0.330
H: 36.4198 -38.6087 25.4511  -0.232
H: 39.2760 -37.2726 25.1534  -0.043
H: 38.9285 -38.7432 26.0046  0.458
H: 39.6622 -37.5894 27.0320  0.282
C: 35.0390 -34.7760 19.0155  -0.723
C: 35.5208 -35.2435 17.6344  1.000
O: 35.5278 -36.4511 17.2519  -0.548
C: 36.3457 -34.2546 16.7827  -1.585
H: 34.1221 -35.1668 19.3186  0.298
H: 34.6951 -33.6741 18.9867  0.368
H: 35.9506 -34.9921 19.6959  -0.062
H: 36.5600 -34.6351 15.7775  0.327
H: 37.1552 -33.7629 17.2494  0.318
H: 35.7822 -33.4326 16.6920  0.635
C: 31.8249 -40.0239 19.1060  -0.789
O: 32.3544 -41.1418 19.7862  0.322
P: 31.5211 -41.7715 20.9743  0.749
O: 30.2669 -42.2517 20.4011  -0.914
O: 32.2332 -43.1524 21.5850  -0.055
C: 32.0586 -44.4248 21.0448  -1.118
O: 31.1266 -40.7414 22.0773  0.135
C: 30.3064 -41.1047 23.2290  -0.894
H: 32.1841 -39.1128 19.7986  0.135
H: 30.6654 -40.2137 18.7651  0.247
H: 32.2403 -39.8979 18.1282  0.333
H: 32.2471 -44.2180 19.9396  0.277
H: 30.8358 -44.4364 21.0265  0.206
H: 32.7214 -44.9226 21.3219  0.528
H: 30.4099 -42.0420 23.6538  0.402
H: 29.2063 -41.1467 22.8234  0.205
H: 30.4263 -40.2431 23.9613  0.274
C: 38.5948 -38.0225 17.4315  -0.419
O: 38.8653 -38.0475 18.8364  -0.174
P: 37.7196 -38.4029 19.9598  -0.183
O: 37.3601 -37.0973 20.5712  -0.329
O: 36.5220 -39.0356 19.1646  0.143
C: 35.2253 -39.1950 19.8875  -0.223
O: 38.1072 -39.5019 21.0768  0.291
C: 37.7333 -39.2338 22.4435  0.571
H: 39.4129 -37.7362 16.8366  0.389
H: 38.0069 -37.1061 17.3925  0.032
H: 37.8959 -38.7945 16.9306  0.001
H: 35.1734 -40.0480 20.6191  0.177
H: 34.5420 -39.2947 19.0262  -0.066
H: 34.9645 -38.1335 20.3499  0.040
H: 36.6227 -39.0783 22.4752  -0.111
H: 38.3890 -38.5121 22.9849  -0.241
H: 37.8822 -39.9309 23.2632  -0.225
C: 41.7890 -37.4785 24.0269  -0.438
O: 41.8126 -36.5726 22.9079  -0.463
P: 40.4589 -36.1523 22.1083  0.231
O: 40.1286 -37.3479 21.3593  -0.064
O: 39.2924 -36.0324 23.2073  -0.011
C: 38.3106 -35.0751 23.0707  -1.652
O: 40.4648 -34.9364 21.0542  -0.466
C: 40.0314 -35.1689 19.7260  -0.345
H: 41.7450 -37.0641 24.8916  0.369
H: 42.6080 -38.1282 23.9062  0.363
H: 40.8767 -38.1074 23.7474  -0.043
H: 37.5234 -35.1803 23.4708  0.787
H: 37.8589 -35.2532 22.0867  0.533
H: 38.5868 -34.1119 23.1645  0.405
H: 40.6950 -35.9513 19.4859  0.350
H: 40.0172 -34.2827 19.0888  0.346
H: 38.9667 -35.4442 19.6304  -0.052
C: 33.1943 -41.0446 25.1993  -0.197
O: 33.6868 -42.3068 24.6220  -0.445
P: 34.7164 -42.0890 23.5006  -0.158
O: 34.0365 -41.2620 22.5170  0.830
O: 35.9536 -41.3962 24.1522  0.536
C: 36.9679 -42.1763 24.7754  -0.904
O: 35.2808 -43.4292 22.8048  -0.543
C: 36.0660 -43.2644 21.5743  -1.246
H: 32.7251 -40.3486 24.4704  -0.250
H: 34.1859 -40.5994 25.4565  0.187
H: 32.4420 -41.1426 26.0941  0.242
H: 36.5758 -42.2130 25.8096  0.364
H: 37.9406 -41.5436 25.0474  0.118
H: 37.3922 -43.0037 24.1381  0.296
H: 36.7104 -43.8972 21.2234  1.018
H: 36.4760 -42.3396 21.4224  0.010
H: 35.3883 -43.1962 20.7277  0.383



[4]
Entry from the OMol25 dataset: a structure of composition C26H52BrCl38GaI2NS (ωB97M-V/def2-TZVPD).

## Properties
- E_LUMO (eV) = 1.238
- multiplicity = 1
- orbital gap (eV) = 6.39
- total charge = -1

Each line ends with the Mulliken charge.
Element x y z (Å)
C: 6.6736 -1.8074 -0.3466  -0.888
C: 5.4732 -2.9199 -0.0031  0.232
I: 4.9418 -3.1523 2.1065  -0.038
C: 4.7829 -3.7241 -1.0476  -0.221
I: 5.4923 -3.3883 -3.1346  -0.119
Ga: 3.2513 -5.0821 -0.7591  0.324
Br: 2.3011 -5.4973 -3.0080  -0.612
C: 3.8526 -6.9398 -0.0616  -0.153
N: 4.8713 -7.5232 -1.0408  -0.655
C: 1.6783 -4.2392 0.3353  0.261
C: 0.9226 -3.1971 -0.7251  -1.140
C: -0.2403 -2.2742 0.0131  -0.140
S: -1.2722 -1.5441 -1.4151  -0.305
H: 7.4919 -2.2295 -1.0728  0.295
H: 7.1253 -1.4086 0.6837  0.189
H: 6.1616 -0.8468 -0.8366  0.252
H: 2.8965 -7.6493 -0.1492  -0.020
H: 4.1988 -6.9626 1.0565  0.273
H: 5.6731 -6.8505 -1.0444  0.182
H: 5.1624 -8.4902 -0.7692  0.209
H: 0.9793 -5.0947 0.7213  -0.313
H: 2.0293 -3.5777 1.2345  0.177
H: 0.3497 -3.8756 -1.5141  0.374
H: 1.7359 -2.5539 -1.2908  0.303
H: -0.8652 -3.0021 0.6973  0.122
H: 0.2232 -1.4513 0.7088  0.282
H: -0.5558 -1.8756 -2.6085  0.160
C: -0.3445 -7.1824 2.7772  -0.378
Cl: -0.6155 -5.4585 2.4951  -0.101
Cl: 0.9002 -7.8164 1.6937  -0.086
H: -0.0233 -7.3275 3.8115  0.283
H: -1.2779 -7.7227 2.6014  0.283
C: -2.7422 1.8308 -1.9207  0.359
Cl: -2.1968 3.3653 -1.2330  -0.209
Cl: -2.4215 1.7625 -3.6579  -0.105
H: -2.2119 1.0118 -1.4286  -0.048
H: -3.8170 1.7279 -1.7530  -0.014
C: 5.9758 -2.7246 6.4546  0.320
Cl: 6.2686 -0.9909 6.6373  -0.194
Cl: 4.4332 -3.0275 5.6460  -0.117
H: 6.7814 -3.1607 5.8590  -0.285
H: 5.9559 -3.1882 7.4439  0.312
C: 3.5225 -0.0380 8.7007  -0.072
Cl: 2.5154 -0.8210 9.9245  -0.139
Cl: 3.9978 1.5861 9.2122  -0.167
H: 4.4215 -0.6385 8.5423  0.081
H: 2.9577 0.0338 7.7681  0.305
C: -5.6010 -0.3294 -3.4267  -0.366
Cl: -6.1258 0.4040 -1.9063  -0.213
Cl: -3.9462 -0.9388 -3.3011  -0.024
H: -6.2683 -1.1597 -3.6702  0.315
H: -5.6439 0.4228 -4.2180  0.273
C: 0.7855 3.9791 8.7995  -0.197
Cl: 0.7323 2.4727 7.8761  -0.140
Cl: 0.1139 5.3216 7.8657  -0.195
H: 0.2024 3.8560 9.7154  0.272
H: 1.8245 4.2055 9.0512  0.221
C: -4.3288 -1.1113 -7.5041  0.434
Cl: -5.3359 -1.8943 -6.2803  -0.180
Cl: -3.8534 0.5128 -6.9926  -0.111
H: -3.4297 -1.7118 -7.6625  0.041
H: -4.8936 -1.0394 -8.4368  -0.176
C: 0.8205 9.0349 8.5137  0.571
Cl: 0.7427 9.2455 10.2671  -0.171
Cl: -0.2973 10.1300 7.6913  -0.162
H: 1.8380 9.2447 8.1749  -0.008
H: 0.5547 8.0041 8.2670  -0.204
C: 0.8992 4.2476 0.2222  0.111
Cl: 2.4342 3.3843 0.3749  -0.154
Cl: 1.1485 5.8831 -0.4009  -0.172
H: 0.2499 3.7001 -0.4653  -0.053
H: 0.4267 4.3098 1.2055  0.273
C: -6.8522 -0.1084 -11.1183  -0.395
Cl: -7.3770 0.6251 -9.5979  -0.078
Cl: -5.1975 -0.7178 -10.9927  -0.097
H: -7.5195 -0.9387 -11.3618  0.187
H: -6.8952 0.6438 -11.9096  0.356
C: 9.3169 -1.8700 4.9289  -0.160
Cl: 10.6072 -1.7345 3.7282  -0.166
Cl: 8.8828 -3.5608 5.2081  -0.202
H: 9.6583 -1.4304 5.8693  0.306
H: 8.4371 -1.3318 4.5679  0.200
C: -1.9267 6.0046 -4.0674  0.124
Cl: -1.6340 7.7383 -3.8848  -0.179
Cl: -3.4693 5.7017 -4.8761  -0.157
H: -1.1211 5.5685 -4.6631  0.269
H: -1.9467 5.5410 -3.0781  -0.052
C: -1.0801 -1.1655 -10.3462  -0.333
Cl: -2.0871 -1.9485 -9.1224  -0.125
Cl: -0.6047 0.4586 -9.8347  -0.123
H: -0.1810 -1.7660 -10.5046  0.360
H: -1.6449 -1.0936 -11.2789  0.218
C: 2.7252 12.3110 5.8481  -0.210
Cl: 3.2705 11.0845 6.9985  -0.140
Cl: 2.9234 11.7535 4.1822  -0.145
H: 1.6687 12.5237 6.0288  0.216
H: 3.3144 13.2201 5.9914  0.284
C: -3.3073 3.5543 -11.1029  -0.420
Cl: -1.5410 3.6025 -11.1552  -0.155
Cl: -3.8918 1.9029 -10.8655  0.014
H: -3.6560 4.1775 -10.2758  0.290
H: -3.7017 3.9390 -12.0465  0.284
C: 2.5678 0.4298 13.3626  -0.125
Cl: 1.3778 1.6499 12.8935  -0.138
Cl: 2.5806 0.1942 15.1147  -0.172
H: 2.3167 -0.5170 12.8782  0.158
H: 3.5592 0.7575 13.0405  0.260
C: -8.6748 -2.7347 -8.7430  0.322
Cl: -8.1295 -3.9612 -7.5927  -0.153
Cl: -8.4766 -3.2923 -10.4089  -0.194
H: -9.7313 -2.5221 -8.5623  0.294
H: -8.0856 -1.8257 -8.5997  -0.272
C: -10.1806 1.3419 -7.3749  -0.191
Cl: -11.7561 0.8716 -8.0241  -0.171
Cl: -9.2875 -0.0670 -6.7896  -0.089
H: -9.6013 1.8277 -8.1639  0.153
H: -10.3307 2.0375 -6.5457  0.315
C: 1.1886 -4.0901 8.4748  0.178
Cl: 1.7339 -5.3166 9.6251  -0.172
Cl: 1.3868 -4.6476 6.8089  -0.121
H: 0.1322 -3.8774 8.6555  0.283
H: 1.7778 -3.1810 8.6181  -0.176



So what do the calculations give for maximum force? Going down the list: 0.0099, 0.0100, 0.3671, 0.1045 Eh/bohr.